Density functional theory data (wB97M-V/def2-TZVPD) for a cluster of 2 separate species, C10H24NOS in total at a distorted geometry.

Properties
ΔE to the lowest compared entry with this formula, charge and spin = 0.000 eV
Maximum force = 1.764 eV/A
Total energy = -25124.93633 eV
M = 206.38 g/mol
LUMO = -2.977 eV
Gap between HOMO and LUMO = 0.3798 hartree

```
! wB97M-V def2-TZVPD RIJCOSX def2/J DEFGRID3
* xyz 1 1
C 4.15 -2.18 -0.41
C -1.39 0.57 -1.89
C -3.57 1.64 -0.51
C -2.31 1.68 1.59
C 3.55 -0.78 -0.38
C 2.75 -0.55 0.90
C 2.20 0.87 1.06
C 1.06 1.23 0.10
C -0.14 0.28 0.28
C -1.35 0.77 -0.43
N -2.34 1.34 0.18
O -2.52 -1.75 -0.49
S -2.80 -3.00 0.26
H 3.36 -2.93 -0.44
H 4.74 -2.35 0.49
H 4.79 -2.31 -1.27
H -1.85 1.41 -2.42
H -1.99 -0.32 -2.09
H -0.40 0.39 -2.28
H -4.36 1.82 0.21
H -3.47 2.52 -1.15
H -3.86 0.79 -1.13
H -2.67 0.85 2.20
H -1.30 1.95 1.91
H -2.95 2.54 1.77
H 4.35 -0.04 -0.44
H 2.91 -0.64 -1.26
H 3.40 -0.76 1.75
H 1.93 -1.28 0.95
H 3.01 1.58 0.90
H 1.86 1.00 2.09
H 1.42 1.18 -0.93
H 0.76 2.26 0.30
H -0.33 0.13 1.34
H 0.11 -0.68 -0.17
H -4.18 -3.21 0.08
H -2.58 -4.02 -0.66
*
```